ORCA calculation (the ωB97M-V functional and the def2-TZVPD basis) on a 22-piece molecular cluster, C73H207N17O22 overall.

Calculated values
Max |F|: 2.47 eV Å⁻¹
Total charge: 0
Multiplicity: 1
Frontier orbital gap: 8.68 eV
LUMO energy: 0.2 eV
Highest occupied orbital energy: -8.46 eV
Relative energy (zero: lowest compared OMol25 entry of this formula, charge and spin): 0.00 kJ/mol
Calculated total energy: -5491.2754 a.u.

```
319
Properties=species:S:1:pos:R:3:mulliken_charge:R:1
C -7.4496 -30.6558 9.6674 -0.676
C -7.5966 -29.2778 10.3394 0.760
C -7.1618 -29.5019 11.8156 -0.935
O -8.1866 -30.1566 12.5221 -0.275
C -7.8572 -30.4800 13.8547 -0.747
N -6.7637 -28.2134 9.7693 -0.767
H -7.9588 -31.4349 10.2430 0.410
H -6.4001 -30.8928 9.5552 0.317
H -7.9194 -30.5968 8.6554 -0.512
H -8.6830 -29.0708 10.4236 0.204
H -6.9585 -28.5744 12.3807 0.461
H -6.2241 -30.1107 11.8541 0.324
H -6.8689 -30.9307 13.9170 0.323
H -8.6214 -31.1394 14.2580 0.236
H -7.8250 -29.5872 14.5268 0.278
H -6.9720 -28.1461 8.7709 0.245
H -7.0331 -27.3499 10.2233 0.295
C -15.7183 -33.6388 1.1390 1.641
C -16.5747 -34.5481 0.2619 0.153
C -17.4320 -35.4851 1.1139 -0.807
O -18.2959 -34.6673 1.8943 -0.042
C -19.3862 -35.5004 2.3060 -1.091
N -17.3697 -33.8727 -0.7295 -0.752
H -14.9506 -33.1310 0.5147 -0.565
H -15.1912 -34.1920 1.9122 -0.554
H -16.3089 -32.9035 1.6667 -0.063
H -15.8865 -35.1675 -0.3319 -0.039
H -16.7259 -35.9723 1.8372 -0.121
H -18.0592 -36.1467 0.5078 0.770
H -19.8615 -35.9590 1.4479 0.428
H -20.1992 -34.9453 2.7760 0.271
H -19.1759 -36.3422 2.9750 0.386
H -16.8500 -33.0504 -1.0601 0.153
H -18.2171 -33.5195 -0.2686 0.378
C -12.3497 -26.8566 2.5194 -1.525
C -13.1229 -27.4901 3.6881 2.190
C -13.0555 -26.5671 4.8914 -1.452
O -13.8179 -27.1593 5.9185 0.217
C -14.0411 -26.3360 7.0119 -0.864
N -14.5247 -27.7686 3.2965 0.860
H -12.0594 -27.5494 1.7464 0.227
H -11.5370 -26.2483 2.8829 0.242
H -13.0008 -26.1208 2.0470 0.403
H -12.6858 -28.4331 3.9765 -1.009
H -13.4565 -25.5505 4.6739 0.340
H -12.0218 -26.3747 5.2742 0.388
H -14.8657 -26.7226 7.6052 0.131
H -14.3479 -25.3164 6.7420 0.323
H -13.1314 -26.2965 7.6376 0.231
H -15.0319 -26.9295 2.9997 0.234
H -15.0102 -28.1101 4.1261 -0.592
C -16.2648 -29.4352 6.6875 0.289
C -16.3644 -30.1009 8.0685 0.171
C -17.7415 -29.7313 8.5980 -0.462
O -17.8270 -30.1334 9.9167 -0.380
C -19.0778 -29.7651 10.5006 -0.757
N -16.2177 -31.5595 8.0928 -0.315
H -16.9062 -29.9865 6.0089 -0.699
H -15.2476 -29.4151 6.2877 0.112
H -16.7005 -28.4167 6.7745 0.065
H -15.6088 -29.7289 8.7545 0.413
H -18.5056 -30.2120 7.9516 -0.051
H -17.9125 -28.6330 8.5598 0.427
H -19.1304 -28.6802 10.7017 0.277
H -19.2713 -30.3512 11.4081 0.291
H -19.8825 -30.0852 9.8530 0.279
H -16.5603 -31.9157 8.9883 0.313
H -16.8704 -31.9053 7.3915 -0.095
C -3.8027 -31.6313 0.7347 -1.308
C -4.7504 -30.6836 0.0391 0.211
C -6.0204 -31.4043 -0.4014 -0.033
O -5.7301 -32.6892 -0.9049 -0.459
C -6.9520 -33.2707 -1.3319 -0.360
N -5.3364 -29.6319 0.9718 -0.334
H -3.5452 -32.4420 0.0765 0.410
H -4.2702 -32.0753 1.6256 0.191
H -2.8352 -31.1850 1.0464 0.358
H -4.2106 -30.2661 -0.8163 0.187
H -6.5294 -30.7150 -1.1122 0.033
H -6.6630 -31.5409 0.4528 0.131
H -7.2970 -32.7609 -2.2507 0.333
H -7.7312 -33.0886 -0.5770 -0.016
H -6.8503 -34.3277 -1.5620 0.334
H -5.0796 -29.9006 1.9192 0.179
H -4.9633 -28.7061 0.7820 0.262
C -20.4437 -32.2345 6.4959 -1.528
C -20.1105 -31.3251 5.3308 1.599
C -18.9859 -32.0013 4.5218 -0.221
O -17.7761 -32.0544 5.2867 -0.400
C -16.7926 -32.7094 4.5706 -0.096
N -21.1880 -30.9588 4.3919 -0.692
H -19.5709 -32.1312 7.1386 0.317
H -20.5598 -33.2786 6.2235 0.387
H -21.2542 -31.8610 7.0790 0.435
H -19.6367 -30.4265 5.7056 -0.677
H -18.7896 -31.4678 3.5626 0.102
H -19.3245 -33.0405 4.3139 -0.229
H -17.0571 -33.6990 4.1693 0.390
H -15.8999 -32.7660 5.1897 -0.148
H -16.3564 -32.0632 3.8060 0.031
H -21.9397 -31.5793 4.6652 0.296
H -21.5463 -30.0457 4.5815 0.291
C -9.3424 -29.5904 2.2409 0.497
C -9.1005 -28.2439 1.5888 1.155
C -8.0722 -27.4372 2.3500 -0.664
O -7.7955 -26.1527 1.7321 -0.511
C -8.9295 -25.3204 1.9048 -0.641
N -8.7257 -28.3568 0.1610 -0.100
H -10.0772 -30.2022 1.7184 -0.083
H -9.6980 -29.3686 3.2522 0.014
H -8.4062 -30.1749 2.3977 -0.633
H -10.0298 -27.6776 1.5965 -0.907
H -7.1251 -27.9926 2.3668 0.074
H -8.3716 -27.3058 3.4084 0.528
H -9.4666 -25.4711 2.8269 0.208
H -9.6216 -25.3632 1.0556 0.221
H -8.5796 -24.2884 1.9169 0.372
H -8.3332 -27.4318 -0.0194 0.422
H -7.8709 -28.9617 0.1271 -0.269
C -6.6287 -32.2125 4.1833 -0.940
C -6.9501 -30.8803 4.8948 0.542
C -8.4140 -30.9526 5.4246 1.944
O -8.8878 -29.6896 5.8257 -0.684
C -10.1724 -29.7222 6.4467 -0.112
N -5.9707 -30.5648 5.9587 -0.701
H -6.6395 -33.0401 4.8991 -0.156
H -5.6324 -32.2577 3.7332 0.448
H -7.4327 -32.4054 3.4768 -0.010
H -6.8550 -30.1412 4.0851 -0.228
H -8.3786 -31.6900 6.2682 -0.320
H -9.1407 -31.3553 4.7196 -0.389
H -10.2051 -30.3654 7.3480 0.062
H -10.9447 -30.1000 5.7707 -0.290
H -10.5197 -28.7194 6.7416 0.486
H -6.1797 -31.2426 6.6997 -0.066
H -6.2038 -29.6681 6.4157 0.341
C -11.7785 -36.3970 9.8848 -1.014
C -11.7482 -37.8484 10.3480 0.138
C -11.6137 -38.7293 9.1114 0.466
O -11.6573 -40.0922 9.4644 -0.467
C -11.3865 -40.8807 8.2670 -0.520
N -10.7694 -38.0611 11.3857 -0.874
H -11.8816 -35.7332 10.7531 0.479
H -12.7129 -36.2653 9.3295 0.339
H -10.9419 -36.0495 9.2900 -0.175
H -12.7373 -37.9355 10.7827 0.414
H -10.6719 -38.4674 8.5798 -0.456
H -12.3882 -38.4973 8.3595 0.329
H -10.4358 -40.5262 7.8856 0.183
H -12.1481 -40.5901 7.5368 0.262
H -11.3890 -41.9417 8.5536 0.312
H -10.6891 -39.0744 11.4908 0.407
H -9.8897 -37.8988 10.8402 0.271
C -18.5408 -23.9769 3.8681 -1.615
C -17.5940 -25.1615 3.9863 0.313
C -18.2747 -26.5088 3.5762 -0.242
O -19.5350 -26.7556 4.1506 -0.507
C -19.2691 -27.2339 5.4662 -0.216
N -16.4011 -25.1569 3.1160 -0.442
H -19.2423 -23.9045 4.6998 0.326
H -19.1085 -24.0834 2.9464 0.364
H -17.9928 -23.0419 3.7822 0.427
H -17.1924 -25.2349 5.0017 0.148
H -17.5122 -27.2426 3.8352 -0.181
H -18.4356 -26.5072 2.5001 0.615
H -18.8218 -28.2057 5.5549 -0.282
H -20.1961 -27.2705 6.0794 0.442
H -18.6456 -26.5112 6.0273 0.272
H -16.6527 -24.9312 2.1620 0.224
H -15.7362 -24.4342 3.3585 0.265
C -11.5057 -29.2452 -2.1228 -1.488
C -10.5008 -30.1234 -2.8175 1.127
C -9.6041 -29.2688 -3.7312 -1.099
O -8.8498 -30.0808 -4.5894 -0.286
C -7.9165 -29.3013 -5.3685 -0.859
N -9.7275 -30.8756 -1.8229 0.688
H -10.9139 -28.4514 -1.6244 0.415
H -12.0624 -29.7330 -1.3197 0.075
H -12.2069 -28.7955 -2.8168 0.452
H -10.9826 -30.8424 -3.4766 0.046
H -8.9845 -28.6092 -3.0919 0.336
H -10.2754 -28.6546 -4.3348 0.510
H -7.1808 -29.8870 -5.9195 0.268
H -7.4219 -28.5466 -4.7806 0.325
H -8.4919 -28.8393 -6.1595 0.338
H -8.9183 -31.3024 -2.2986 -0.053
H -9.2590 -30.2017 -1.2092 -0.720
C -7.8569 -35.1551 1.7577 -1.490
C -8.7965 -36.3355 1.4660 1.973
C -9.3058 -36.1625 0.0494 -0.642
O -8.2694 -36.3050 -0.8553 -0.459
C -8.7177 -36.0213 -2.1837 -0.811
N -8.0789 -37.5969 1.7078 -0.353
H -6.9470 -35.1348 1.1467 0.577
H -7.6025 -35.1232 2.8459 0.239
H -8.3846 -34.1952 1.6337 -0.230
H -9.5393 -36.2007 2.2435 -0.862
H -9.6500 -35.1103 0.0034 -0.193
H -10.1254 -36.8327 -0.2758 0.720
H -7.9017 -35.8754 -2.8796 0.426
H -9.2451 -35.0523 -2.1841 0.133
H -9.4159 -36.7856 -2.5643 0.345
H -8.6605 -38.3839 1.4042 0.303
H -7.2091 -37.5849 1.1524 0.313
C -10.1263 -38.2348 4.8914 -1.172
C -8.7822 -38.5597 5.4525 1.434
C -8.1854 -39.9090 4.9706 -0.993
O -8.9456 -41.0201 5.4624 -0.216
C -8.5378 -42.2335 4.8048 -0.824
N -7.8558 -37.4211 5.1824 -0.567
H -10.7941 -39.0795 5.1067 0.602
H -10.1000 -38.0261 3.8187 -0.123
H -10.5125 -37.3924 5.4602 0.112
H -8.9712 -38.7443 6.5359 -0.841
H -7.1982 -40.0356 5.4516 0.405
H -8.0906 -39.9332 3.8757 0.391
H -9.3861 -42.9372 4.8476 0.258
H -7.7158 -42.7850 5.3013 0.288
H -8.2888 -42.1485 3.7554 0.326
H -6.9812 -37.6807 5.6391 0.320
H -7.6975 -37.3609 4.1688 0.227
C -13.0066 -36.2882 1.3352 -0.681
C -13.0371 -37.4425 2.3949 2.699
C -14.2466 -37.2500 3.3615 -1.582
O -14.0700 -36.0153 4.0149 0.398
C -15.1000 -36.0423 4.9542 -0.886
N -13.2302 -38.8107 1.8716 -0.774
H -13.8036 -36.3462 0.6252 0.744
H -12.1274 -36.2895 0.7140 -0.250
H -13.2648 -35.3631 1.8477 -0.412
H -12.0812 -37.4279 2.9042 -1.316
H -14.3151 -38.0499 4.1159 0.469
H -15.1801 -37.2055 2.7977 0.092
H -16.0534 -36.2646 4.4507 0.284
H -15.1569 -35.0797 5.4883 0.015
H -14.9187 -36.8395 5.6879 0.386
H -12.3660 -39.2558 1.6363 0.307
H -13.8087 -38.8750 1.0409 0.262
C -14.3735 -34.0871 -3.5289 -1.045
C -13.2975 -33.9778 -4.5676 0.016
C -13.1535 -32.5321 -5.0028 0.426
O -14.4105 -31.9369 -5.2955 -0.321
C -14.2538 -30.6603 -5.9550 -0.705
N -12.0311 -34.4998 -4.1003 -0.569
H -15.2870 -33.7877 -4.0084 0.557
H -14.1813 -33.4324 -2.6728 -0.189
H -14.4964 -35.1055 -3.1678 0.396
H -13.6489 -34.5579 -5.4326 0.310
H -12.4440 -32.4899 -5.8652 0.353
H -12.6691 -31.9768 -4.1929 -0.521
H -13.8509 -30.7235 -6.9698 0.358
H -13.5405 -30.0398 -5.3947 0.195
H -15.2571 -30.1645 -5.9405 0.260
H -11.2986 -34.3942 -4.7705 0.311
H -11.6922 -34.0836 -3.2259 -0.033
C -10.4838 -34.2055 3.9725 -1.103
C -11.4520 -33.4662 4.8951 1.031
C -12.4826 -32.7396 4.0376 -0.057
O -11.9280 -31.9610 3.0225 1.163
C -12.8835 -31.0556 2.5609 0.238
N -12.1231 -34.4398 5.7527 0.301
H -9.9414 -33.4408 3.4351 0.242
H -11.0478 -34.8025 3.2599 -0.228
H -9.9438 -34.9778 4.4787 0.185
H -10.9444 -32.7409 5.5567 -0.139
H -13.0263 -32.0856 4.7379 0.526
H -13.2000 -33.5057 3.6264 -0.677
H -13.0408 -30.2843 3.3321 -0.295
H -13.8729 -31.4891 2.3539 -0.257
H -12.6238 -30.6393 1.6008 -0.339
H -12.7096 -35.0174 5.1681 -0.230
H -12.6709 -33.8944 6.4318 0.012
C -9.3240 -33.4314 8.3703 -0.155
C -8.7200 -34.3455 7.2560 1.948
C -7.2735 -34.5429 7.6411 -2.204
O -6.5391 -33.3461 7.4938 0.703
C -5.2454 -33.4916 7.9954 -1.201
N -9.3273 -35.6221 7.1554 1.146
H -8.7765 -32.5070 8.2993 -0.898
H -9.2967 -33.8885 9.3623 0.903
H -10.3927 -33.1777 8.2126 -0.554
H -8.7298 -33.7889 6.2855 -0.717
H -6.7783 -35.3171 7.0080 0.352
H -7.2389 -34.8508 8.7043 0.496
H -5.2695 -33.5394 9.0883 0.309
H -4.5562 -32.7019 7.7060 0.329
H -4.8419 -34.4811 7.6625 0.323
H -10.3351 -35.5803 7.0908 -0.172
H -8.8982 -36.2456 6.5020 -0.268
C -13.1359 -32.6175 9.1452 -0.612
O -13.4631 -32.1999 7.8112 -0.244
H -12.2275 -32.0864 9.4804 0.219
H -13.8650 -32.3292 9.9020 0.374
H -12.8949 -33.6849 9.1627 0.069
H -14.4475 -32.0188 7.8864 0.233
C -7.0753 -38.0570 8.6877 -0.533
O -8.2741 -37.4763 9.1992 -0.443
H -6.4323 -37.3178 8.2186 0.061
H -6.4884 -38.4097 9.5273 0.393
H -7.1515 -38.8931 8.0286 0.232
H -8.6323 -36.9362 8.4707 0.089
C -15.2065 -30.3765 -2.2582 -0.374
O -15.6325 -31.1232 -1.0749 -0.277
H -14.1814 -30.6382 -2.5302 -0.090
H -15.8409 -30.5916 -3.1219 0.253
H -15.3107 -29.2904 -2.0977 0.378
H -15.7245 -30.5213 -0.3130 0.048
C -12.1021 -33.2336 -0.5173 -0.538
O -11.0026 -33.2279 -1.3502 0.742
H -12.6308 -34.1878 -0.6495 0.225
H -11.8756 -33.3136 0.5691 0.061
H -12.8094 -32.4062 -0.6690 0.086
H -10.5913 -32.3131 -1.3685 -0.192
C -16.8992 -29.6815 2.1134 -0.201
O -15.6653 -29.6573 1.4440 -0.293
H -16.8094 -29.7147 3.2170 -0.368
H -17.5679 -28.8726 1.8194 0.583
H -17.3858 -30.6109 1.8586 0.143
H -15.1374 -28.8795 1.7542 0.129
```